Molecular formula: C22H17Br2MnN3O4
Method: DFT, ωB97M-V/def2-TZVPD

XYZ file:
```
49
Properties=species:S:1:pos:R:3:lowdin_spin:R:1
Mn 0.2175 -0.8719 -0.9468 3.822
O -2.6724 -1.1238 1.4909 0.001
C -3.6367 -0.2764 1.0634 0.001
C -4.8067 -0.2096 1.8108 0.001
C -5.8355 0.6325 1.4214 0.000
C -5.7200 1.4153 0.2785 0.001
C -4.5459 1.3578 -0.4569 0.000
C -3.4950 0.5328 -0.0703 0.007
C -2.1923 0.5837 -0.8281 0.032
O -1.6115 -0.6555 -1.0425 0.065
N -1.2235 1.3726 -0.0453 0.343
N 0.0507 1.0367 -0.1270 0.413
C 0.8516 1.6599 0.8449 0.013
C 2.1424 1.8571 0.7345 0.120
Br 2.4338 -0.7237 -1.4505 0.057
C 3.4099 2.1340 0.6375 0.018
C 3.9119 3.4132 0.0763 0.008
C 5.1201 3.9312 0.5352 -0.001
C 5.5845 5.1518 0.0667 0.001
C 4.8499 5.8620 -0.8728 -0.002
C 3.6552 5.3377 -1.3522 0.001
C 3.1899 4.1198 -0.8823 -0.001
H -2.0292 -1.2819 0.7793 0.001
H -4.8915 -0.8351 2.6912 0.000
H -6.7433 0.6687 2.0115 0.000
H -6.5338 2.0559 -0.0362 0.000
H -4.4318 1.9645 -1.3497 0.000
H -2.3659 1.1050 -1.7765 0.014
H -1.4927 2.2110 0.4531 0.010
H 0.3423 1.9870 1.7483 0.002
H 4.1469 1.4082 0.9712 0.007
H 5.6975 3.3758 1.2657 0.000
H 6.5222 5.5478 0.4358 0.000
H 5.2099 6.8168 -1.2343 0.000
H 3.0909 5.8777 -2.1027 0.000
H 2.2703 3.6981 -1.2719 0.000
Br 0.7547 -8.1274 -2.3931 0.000
C 0.3508 -6.9042 -1.0125 0.000
C 0.0520 -7.3768 0.2571 0.001
N -0.2351 -6.5685 1.2766 0.000
C -0.2209 -5.2564 1.0527 0.002
C 0.0625 -4.7074 -0.1909 0.000
C 0.3511 -5.5474 -1.2536 0.001
C 0.0735 -3.2378 -0.3708 0.012
O 0.1079 -2.4618 0.6110 0.069
O 0.0639 -2.7584 -1.5601 -0.019
H 0.0444 -8.4423 0.4563 0.000
H -0.4458 -4.6058 1.8892 0.001
H 0.5713 -5.1426 -2.2322 0.000
```

The calculation puts the HOMO-LUMO gap (alpha / beta) at 6.9 / 7.5 eV. Its spin multiplicity is 6. As for the expectation value of S²: 8.82.



Molecular formula: C4H12
Method: DFT, ωB97M-V/def2-TZVPD

XYZ file:
```
16
Properties=species:S:1:pos:R:3:nbo_charge:R:1
C 1.3108 2.2808 -0.3790 -0.622
C 2.1487 1.1686 0.2712 -0.630
H 0.4264 1.7742 -0.8081 0.209
H 0.9121 2.9405 0.4043 0.209
H 1.8014 3.0187 -1.1942 0.212
H 1.7840 0.8467 1.2788 0.209
H 2.2801 0.1283 -0.2607 0.206
H 3.1776 1.4027 0.5613 0.208
C -1.5953 -1.7261 0.7610 -0.617
C -1.7656 -1.6046 -0.7931 -0.594
H -1.9956 -0.9386 1.4381 0.210
H -2.0822 -2.6709 1.1020 0.200
H -0.5833 -1.7846 1.0666 0.201
H -1.1454 -2.2082 -1.5195 0.217
H -1.7663 -0.6258 -0.9585 0.194
H -2.9076 -2.0018 -0.9704 0.189
```

For the relative energy (zero: lowest compared OMol25 entry of this formula, charge and spin), the calculation gives 31.91 kcal per mole. Its structure (SMILES) is CC.CC. The calculation puts the HOMO-LUMO gap at 12.5 eV.



Molecular formula: C4H9N3
Method: DFT, ωB97M-V/def2-TZVPD

XYZ file:
```
16
Properties=species:S:1:pos:R:3:nbo_charge:R:1
C 0.9697 0.7409 -0.0231 0.140
C -0.0147 -0.3102 -0.3597 0.190
N 0.5245 1.8501 0.6471 -0.812
N 1.4538 -0.6709 0.8831 -0.925
C -2.2935 -0.5081 0.1631 -0.002
C -0.0480 -0.7978 -1.6400 -0.594
N -1.1107 -0.3438 0.5579 -0.468
H 1.7399 0.9262 -0.7654 0.210
H 1.2200 2.5113 0.9606 0.381
H -0.2020 1.6711 1.3340 0.395
H 2.4011 -0.9723 0.6887 0.377
H 1.0335 -0.8281 1.7942 0.387
H -3.0712 -0.6191 0.9129 0.169
H -2.5852 -0.5393 -0.8909 0.162
H -0.7489 -1.5697 -1.9238 0.193
H 0.7317 -0.5403 -2.3387 0.196
```

For the relative energy (zero: lowest compared OMol25 entry of this formula, charge and spin), the calculation gives 84.49 kcal per mole. The calculation puts the HOMO-LUMO gap at 8.3 eV.



Molecular formula: C27H23F3IO2
Method: DFT, ωB97M-V/def2-TZVPD

XYZ file:
```
56
Properties=species:S:1:pos:R:3:nbo_charge:R:1
F -5.6690 -0.5375 -0.8186 -0.287
C -4.6658 0.1309 -1.4328 0.400
C -4.5914 0.1520 -2.8168 -0.226
C -3.5814 0.8457 -3.4599 0.394
F -3.5513 0.9101 -4.8094 -0.283
C -2.6461 1.5231 -2.7155 -0.164
C -2.7077 1.5500 -1.3109 -0.181
C -1.7583 2.3011 -0.5811 0.183
C -1.6499 2.4568 0.8205 -0.197
C -0.6292 3.2655 1.3549 -0.074
C -0.5067 3.4493 2.7073 -0.218
C -1.3944 2.8422 3.5728 -0.131
C -2.4070 2.0304 3.0827 0.374
F -3.3089 1.4858 3.9326 -0.290
C -2.5233 1.8419 1.7286 -0.060
C -3.7380 0.8238 -0.6976 -0.135
H -5.3355 -0.3587 -3.3999 0.270
H -1.8600 2.0447 -3.2245 0.253
H -1.0488 2.8552 -1.1705 0.235
H 0.0577 3.7413 0.6809 0.232
H 0.2652 4.0940 3.0913 0.251
H -1.3231 2.9969 4.6354 0.256
H -3.3817 1.1700 1.2506 0.174
H -3.7611 0.8548 0.4917 0.191
C 3.8793 2.1869 1.1307 -0.601
C 3.2048 0.9718 0.4801 -0.025
C 4.2357 -0.1554 0.3166 -0.617
C 2.0233 0.5039 1.3896 -0.480
C 1.0608 -0.4580 0.7257 0.481
O 0.3859 -1.2057 1.4231 -0.642
C 0.9700 -0.4560 -0.6822 -0.529
I -0.5899 -1.5917 -1.4662 0.868
C 0.1879 -3.5452 -0.9252 -0.122
C -0.7634 -4.2691 -0.2374 -0.181
C -0.5135 -5.5801 0.1436 -0.214
C 0.6989 -6.1619 -0.1590 -0.182
C 1.6531 -5.4367 -0.8444 -0.177
C 1.3962 -4.1291 -1.2243 -0.252
C 1.7566 0.3421 -1.5417 0.485
O 1.7132 0.2266 -2.7590 -0.624
C 2.6587 1.3827 -0.9223 -0.479
H 3.1715 3.0061 1.2492 0.191
H 4.2643 1.9277 2.1157 0.217
H 4.7073 2.5456 0.5205 0.220
H 3.7890 -1.0276 -0.1595 0.212
H 5.0676 0.1747 -0.3059 0.218
H 4.6344 -0.4609 1.2834 0.217
H 2.4189 0.0416 2.2991 0.244
H 1.4598 1.3843 1.7114 0.210
H -1.7099 -3.8051 -0.0053 0.210
H -1.2628 -6.1418 0.6782 0.230
H 0.8975 -7.1803 0.1380 0.230
H 2.6004 -5.8960 -1.0781 0.232
H 2.1329 -3.5649 -1.7681 0.240
H 2.0945 2.3160 -0.8366 0.207
H 3.4927 1.5862 -1.6019 0.246
```

For the relative energy (zero: lowest compared OMol25 entry of this formula, charge and spin), the calculation gives 39.01 kcal per mole. The calculation puts the HOMO-LUMO gap at 4.4 eV. The total charge is +1.



| no. | maximum force (eV/A) | energy (Eh) |
| --- | --- | --- |
| 1 | 0.87 | -7612.810177 |
| 2 | 5.95 | -159.534126 |
| 3 | 4.63 | -321.955706 |
| 4 | 6.71 | -1790.009839 |